C4H8O2 | ωB97M-V with the def2-TZVPD basis set

Output
- Highest occupied orbital energy: -9.8 eV
- SMILES: CO[C@@H](C)C=O
- Relative energy (zero: lowest compared OMol25 entry of this formula, charge and spin): 108.96 kcal/mol
- HOMO-LUMO gap: 10.6 eV

The geometry in XYZ format:
```
14
Properties=species:S:1:pos:R:3:lowdin_charge:R:1
C -1.2932 1.0071 1.1817 -0.096
O -0.3187 1.1050 0.1470 -0.126
C 0.1162 -0.0639 -0.4968 -0.458
C 1.3655 0.1238 -1.2626 -0.055
C 0.1974 -1.2244 0.4912 -0.236
O 0.1604 -2.3826 0.1581 0.060
H -1.8671 1.9363 1.1626 0.090
H -1.9724 0.1654 1.0077 0.098
H -0.8443 0.9012 2.1824 0.088
H -0.2855 -0.7833 -1.4440 0.180
H 1.2857 0.4606 -2.2857 0.060
H 2.1459 0.7570 -0.7458 0.106
H 1.0459 -1.0652 -1.6503 0.161
H 0.2641 -0.9370 1.5548 0.129
```

C4H8O2 | ωB97M-V with the def2-TZVPD basis set

Output
- Highest occupied orbital energy: -7.5 eV
- SMILES: C[C@@]1(O)C[C@H]1O
- Relative energy (zero: lowest compared OMol25 entry of this formula, charge and spin): 107.56 kcal/mol
- HOMO-LUMO gap: 8.3 eV

The geometry in XYZ format:
```
14
Properties=species:S:1:pos:R:3:lowdin_charge:R:1
C -0.1727 -0.0072 -1.5549 -0.008
C 0.3652 -0.2521 -0.1797 -0.650
O 1.4738 -1.1177 -0.1377 0.014
C 0.4518 0.8028 0.7852 0.025
C -0.5538 -0.6595 0.9457 -0.098
O -1.4653 0.1920 1.6433 -0.089
H 0.5557 0.5565 -2.1489 0.090
H -1.1025 0.5659 -1.5125 0.089
H -0.3739 -0.9715 -2.0260 0.093
H 2.1047 -0.7482 -0.7708 0.110
H 1.1038 0.7841 1.6338 0.098
H -0.0758 1.7579 0.6134 0.116
H -0.1424 -1.4126 1.6216 0.130
H -2.1688 0.5094 1.0876 0.079
```

C4H8O2 | ωB97M-V with the def2-TZVPD basis set

Output
- Highest occupied orbital energy: -9.6 eV
- SMILES: OCC1COC1
- Relative energy (zero: lowest compared OMol25 entry of this formula, charge and spin): 55.27 kcal/mol
- HOMO-LUMO gap: 10.5 eV

The geometry in XYZ format:
```
14
Properties=species:S:1:pos:R:3:lowdin_charge:R:1
O -1.9204 -0.3029 1.2573 -0.068
C -0.7159 0.4273 1.0646 -0.226
C 0.0782 -0.3322 0.0066 -0.233
C -0.0442 0.0550 -1.4782 -0.140
O 1.3811 0.1843 -1.6072 -0.114
C 1.5921 -0.2448 -0.2591 -0.156
H -2.4941 0.2030 1.8460 0.087
H -0.1433 0.4964 2.0032 0.119
H -0.9483 1.4598 0.7492 0.123
H -0.0382 -1.3971 0.1676 0.133
H -0.4516 -0.7248 -2.1330 0.117
H -0.5523 1.0038 -1.7058 0.121
H 2.0062 -1.2721 -0.2222 0.119
H 2.2537 0.4165 0.3117 0.118
```

C4H8O2 | ωB97M-V with the def2-TZVPD basis set

Output
- Highest occupied orbital energy: -10.3 eV
- SMILES: C1C[C@H]2O[C@@H]12.O
- Relative energy (zero: lowest compared OMol25 entry of this formula, charge and spin): 63.63 kcal/mol
- HOMO-LUMO gap: 11.3 eV

The geometry in XYZ format:
```
14
Properties=species:S:1:pos:R:3:lowdin_charge:R:1
C 0.3544 -1.1408 -0.6543 -0.101
C 0.2456 -0.6155 0.8082 -0.100
C -1.1266 -0.0364 0.4270 -0.207
O -0.8719 0.9330 -0.5983 -0.052
C -0.9638 -0.4417 -0.9715 -0.224
H 1.2344 -0.8578 -1.2380 0.112
H 0.2157 -2.2245 -0.6855 0.112
H 0.9796 0.1520 1.0625 0.087
H 0.2532 -1.4081 1.5593 0.110
H -2.0377 0.0984 1.0021 0.143
H -1.6925 -0.6677 -1.7421 0.143
O 1.5559 2.0956 0.0735 -0.073
H 0.8714 1.7003 -0.4918 0.009
H 1.0166 2.4868 0.7716 0.041
```

C4H8O2 | ωB97M-V with the def2-TZVPD basis set

Output
- Highest occupied orbital energy: -8.9 eV
- SMILES: C=CC(=C)O.O
- Relative energy (zero: lowest compared OMol25 entry of this formula, charge and spin): 65.13 kcal/mol
- HOMO-LUMO gap: 9.8 eV

The geometry in XYZ format:
```
14
Properties=species:S:1:pos:R:3:lowdin_charge:R:1
C -0.3951 1.4516 2.6743 0.012
C 0.4494 1.9377 1.7764 -0.115
C 0.9663 1.0966 0.6360 -0.432
C 1.2393 1.4839 -0.6065 0.052
O 1.2508 -0.1696 1.0662 0.027
H -0.9850 0.5619 2.7505 0.065
H -0.7782 2.0796 3.4684 0.054
H 0.8491 2.9829 1.7782 0.122
H 1.6790 0.8593 -1.3237 0.039
H 1.0391 2.5992 -0.8845 0.101
H 1.4890 -0.1450 1.9710 0.075
O -2.2750 -5.0673 -4.8334 -0.068
H -2.9960 -4.9010 -4.3150 -0.041
H -1.5328 -4.7700 -4.1577 0.109
```

C4H8O2 | ωB97M-V with the def2-TZVPD basis set

Output
- Highest occupied orbital energy: -10.2 eV
- SMILES: C[C@]1(CO)CO1
- Relative energy (zero: lowest compared OMol25 entry of this formula, charge and spin): 55.91 kcal/mol
- HOMO-LUMO gap: 11.2 eV

The geometry in XYZ format:
```
14
Properties=species:S:1:pos:R:3:lowdin_charge:R:1
C -0.3677 -1.5581 -0.3372 -0.005
C -0.2437 -0.0312 -0.3090 -0.516
C -0.5169 0.6431 0.9387 -0.171
O 0.2617 0.0125 2.0051 -0.056
C -0.1899 0.7642 -1.5373 -0.079
O 1.0035 0.2682 -0.9356 -0.038
H 0.0173 -1.8365 -1.3398 0.085
H 0.4661 -2.0292 0.3550 0.124
H -1.3813 -1.9369 -0.0435 0.095
H -0.3156 1.7147 0.9438 0.132
H -1.5246 0.5639 1.2546 0.121
H 1.1746 0.2240 1.8504 0.075
H -0.2901 1.8464 -1.5956 0.116
H -0.3586 0.2993 -2.5123 0.116
```

C4H8O2 | ωB97M-V with the def2-TZVPD basis set

Output
- Highest occupied orbital energy: -9.0 eV
- Relative energy (zero: lowest compared OMol25 entry of this formula, charge and spin): 120.62 kcal/mol
- HOMO-LUMO gap: 9.6 eV

The geometry in XYZ format:
```
14
Properties=species:S:1:pos:R:3:lowdin_charge:R:1
O -1.0796 2.2262 0.1380 -0.064
C -0.0347 1.9528 0.8904 -0.003
C -0.1998 -0.7951 0.4901 -0.137
C -0.4446 -0.5845 -1.0126 -0.191
O 0.9646 -0.6374 -1.2910 -0.131
C 1.2401 -1.0813 0.0466 -0.189
H -1.8264 2.4062 0.7294 0.104
H -0.2857 0.0917 1.1363 0.031
H 0.7492 1.7105 0.1343 0.027
H -0.7588 -1.5962 0.9749 0.109
H -0.9772 -1.4208 -1.4860 0.115
H -0.8928 0.3606 -1.3423 0.100
H 1.5115 -2.1438 0.0745 0.113
H 2.0343 -0.4890 0.5173 0.115
```

C4H8O2 | ωB97M-V with the def2-TZVPD basis set

Output
- Highest occupied orbital energy: -9.6 eV
- SMILES: C/C=C\C=O.O
- Relative energy (zero: lowest compared OMol25 entry of this formula, charge and spin): 49.19 kcal/mol
- HOMO-LUMO gap: 10.2 eV

The geometry in XYZ format:
```
14
Properties=species:S:1:pos:R:3:lowdin_charge:R:1
C 0.4178 1.4185 0.8753 -0.086
C 0.7909 0.6077 -0.3360 -0.176
C -0.0522 -0.1959 -0.9874 -0.124
C -1.4816 -0.3443 -0.5837 -0.232
O -1.9234 -1.0214 0.3204 0.049
H 1.2749 1.6357 1.5186 0.075
H -0.3461 0.9295 1.4882 0.077
H 0.0100 2.3788 0.5396 0.083
H 1.7769 0.7625 -0.7683 0.110
H 0.2272 -0.7043 -1.9079 0.125
H -2.1593 0.2773 -1.1984 0.129
O 0.6276 -2.2528 0.1454 -0.071
H 1.0779 -1.4150 0.3397 0.019
H -0.2392 -2.1365 0.5675 0.024
```

Let's list energy in order: -307.53879; -307.54103; -307.62435; -307.61103; -307.60864; -307.62333; -307.52021; -307.63405 Eh.